(1)
# C6H8N2

A structure of composition C6H8N2 (ωB97M-V/def2-TZVPD, the OMol25 dataset).

```
16
Properties=species:S:1:pos:R:3:lowdin_charge:R:1
C -0.44 -1.16 -0.01 -0.428
C 0.38 -1.06 1.17 -0.054
C 1.17 0.03 1.18 -0.017
C 1.06 0.66 -0.22 -0.329
C 0.18 1.97 -0.08 -0.051
C -0.74 1.08 -1.06 -0.155
H -1.60 -2.43 0.61 0.082
H 0.20 -1.83 1.98 0.128
H 1.91 0.47 1.98 0.150
H 2.06 0.77 -0.61 0.140
H 0.62 2.96 -0.31 0.088
H -0.35 2.07 1.01 0.147
H -1.67 0.81 -0.57 0.101
H -0.98 1.43 -2.09 0.120
N -1.45 -1.85 -0.29 0.141
N 0.05 -0.07 -0.84 -0.062
```

The spin multiplicity is 1. For the energy above the lowest of the compared OMol25 structures with the same formula, charge and spin, the calculation gives 62.8 kcal/mol. The orbital gap comes out at 0.358 hartree. As for the HOMO energy: -8.86 eV. The calculation puts the molecular weight at 108.14 g/mol.

***

(2)
# C2H2BrNO2

An isolated molecule of C2H2BrNO2 (ωB97M-V/def2-TZVPD, the OMol25 dataset).

```
8
Properties=species:S:1:pos:R:3:lowdin_charge:R:1
O 0.24 1.86 -0.44 0.056
N 0.26 0.78 -1.02 -0.433
O 0.49 0.70 -2.22 0.077
C 0.10 -0.38 -0.26 -0.059
C -0.31 -0.36 1.17 -0.505
Br -0.64 -1.95 2.03 0.776
H 0.42 -1.21 -0.76 0.071
H -0.57 0.56 1.50 0.017
```

The spin multiplicity is 1. For the energy above the lowest of the compared OMol25 structures with the same formula, charge and spin, the calculation gives 92.5 kcal/mol. The orbital gap comes out at 0.325 hartree. As for the HOMO energy: -10.23 eV. The calculation puts the molecular weight at 151.95 g/mol.

***

(3)
# C7H6N4O

An isolated molecule of C7H6N4O (ωB97M-V/def2-TZVPD, the OMol25 dataset).

```
18
Properties=species:S:1:pos:R:3:lowdin_charge:R:1
N 1.33 -2.86 -3.06 0.033
C 1.07 -1.74 -2.09 -0.352
N 0.26 -1.54 -1.03 0.132
C 0.03 -0.14 -0.84 -0.300
C -0.28 0.59 0.34 -0.303
C -0.77 -0.18 1.38 -0.044
C -1.20 0.58 2.48 -0.129
C -0.75 1.87 2.74 -0.069
C -0.01 2.61 1.60 -0.031
N -0.06 1.94 0.30 0.096
N 0.67 0.45 -1.81 0.140
O 1.30 -0.49 -2.75 -0.043
H 1.00 -2.21 -4.09 0.213
H 0.60 -3.66 -2.92 0.108
H -1.13 -1.37 1.33 0.181
H -1.91 -0.05 3.08 0.114
H -0.59 2.51 3.74 0.131
H 0.44 3.69 1.59 0.123
```

The spin multiplicity is 1. For the energy above the lowest of the compared OMol25 structures with the same formula, charge and spin, the calculation gives 145.3 kcal/mol. The orbital gap comes out at 0.339 hartree. As for the HOMO energy: -9.29 eV. The calculation puts the molecular weight at 162.15 g/mol.

***

(4)
# C19H35BCrNO2P

A structure of composition C19H35BCrNO2P (ωB97M-V/def2-TZVPD, the OMol25 dataset).

```
60
Properties=species:S:1:pos:R:3:mulliken_spin:R:1
C 0.32 3.48 -3.68 0.042
C -0.95 3.01 -3.34 -0.032
C -1.09 1.91 -2.47 -0.118
C 0.04 1.33 -1.94 -0.085
C 1.31 1.79 -2.26 0.009
C 1.46 2.90 -3.12 -0.036
C -2.46 1.39 -2.10 -0.001
C -2.61 -0.05 -1.61 0.096
N -1.97 -1.18 -2.40 -0.027
Cr -0.40 -0.32 -0.78 4.111
C 2.47 1.11 -1.58 0.016
P 1.88 -0.54 -0.98 -0.053
H -1.84 3.47 -3.77 -0.001
H 2.45 3.27 -3.33 0.000
H 0.43 4.31 -4.37 0.004
H 2.82 1.65 -0.69 -0.003
H 3.33 0.90 -2.23 0.002
H -2.87 2.01 -1.28 -0.010
H -3.16 1.54 -2.93 -0.003
H -2.39 -0.15 -0.51 -0.040
C 3.14 -1.08 0.19 0.025
C 2.19 -1.54 -2.46 0.091
H -3.69 -0.24 -1.60 0.026
C -1.44 -0.89 -3.75 0.022
C -2.92 -2.32 -2.53 0.012
H 0.10 -1.42 0.49 0.077
H -1.93 -1.51 -4.50 0.007
H -1.55 0.14 -4.09 -0.006
H -0.37 -1.14 -3.81 -0.004
H -3.15 -2.53 -3.58 0.000
H -2.52 -3.24 -2.10 -0.003
H -3.88 -2.12 -2.04 0.001
H 3.27 -1.49 -2.68 0.000
H 1.89 -2.57 -2.23 0.011
H 1.61 -1.18 -3.32 -0.033
H 4.13 -1.01 -0.27 -0.002
H 3.09 -0.45 1.09 -0.005
H 2.92 -2.11 0.45 0.002
H -0.57 -1.79 0.02 -0.011
C 0.38 3.24 3.35 0.002
C 0.22 1.76 3.08 0.020
C 1.24 1.05 3.98 -0.002
O 0.61 1.49 1.72 -0.049
B -0.39 0.72 1.16 -0.040
O -1.56 0.69 1.89 0.007
C -1.25 1.23 3.19 -0.019
C -1.43 0.09 4.20 0.002
C -2.29 2.27 3.52 -0.005
H 1.42 3.55 3.16 0.000
H 0.17 3.46 4.41 -0.001
H -0.28 3.85 2.74 0.001
H 2.23 1.48 3.80 0.000
H 1.00 1.22 5.04 0.000
H 1.29 -0.03 3.79 0.001
H -1.26 0.46 5.23 -0.001
H -2.48 -0.26 4.16 0.000
H -0.77 -0.76 4.01 0.002
H -2.26 3.12 2.82 0.000
H -3.30 1.82 3.47 0.000
H -2.15 2.64 4.54 0.000
```

The spin multiplicity is 5. For the energy above the lowest of the compared OMol25 structures with the same formula, charge and spin, the calculation gives 11.6 kcal/mol. The orbital gap (alpha / beta) comes out at 0.203 / 0.278 hartree. As for the HOMO energy (alpha / beta): -5.01 / -7.17 eV. The calculation puts the molecular weight at 403.28 g/mol.